*1*
The following is a quantum chemistry calculation of a single C5H15N3 molecule, from OMol25.

Structure (ORCA input):
```
! RIJCOSX wB97M-V def2-TZVPD def2/J DEFGRID3
* xyz 0 1
C 1.156 -0.219 2.977
N 1.190 0.382 1.639
C -0.157 0.694 1.142
C -0.150 1.110 -0.331
N -1.492 1.613 -0.740
C 0.339 0.060 -1.318
C -0.707 -1.059 -1.535
N -0.134 -2.301 -2.084
H 2.077 0.070 3.489
H 0.370 0.209 3.609
H 0.968 -1.289 3.022
H 1.539 -0.336 1.012
H -0.902 -0.106 1.276
H -0.502 1.539 1.712
H 0.445 1.980 -0.377
H -1.502 2.622 -0.637
H -2.227 1.321 -0.101
H 1.177 -0.488 -0.879
H 0.623 0.543 -2.245
H -1.528 -0.706 -2.157
H -1.153 -1.363 -0.592
H 0.321 -2.130 -2.970
H 0.632 -2.591 -1.488
*
```

- SMILES: CNC[C@H](N)CCN
- Kohn-Sham gap: 10.11 eV

Mulliken population analysis, charges in e, atoms 1 to 6: -0.906 -0.377 -0.787 0.030 -0.671 -0.630


*2*
The following is a quantum chemistry calculation of 2 unconnected molecules or ions with the total composition C5H15N3, from OMol25.

Structure (ORCA input):
```
! RIJCOSX wB97M-V def2-TZVPD def2/J DEFGRID3
* xyz 0 1
N 2.827 2.305 1.182
C 2.584 1.586 0.154
N 2.561 0.187 0.179
N 2.305 2.164 -1.049
H 3.095 1.715 1.958
H 2.099 -0.212 0.979
H 2.191 -0.239 -0.651
H 2.321 1.614 -1.885
H 2.404 3.161 -1.092
C -1.042 0.266 -1.460
C -1.955 -0.623 -0.615
C -1.245 -1.120 0.633
C -2.140 -2.013 1.499
H -0.684 1.120 -0.887
H -1.568 0.637 -2.340
H -0.180 -0.312 -1.804
H -2.336 -1.485 -1.166
H -2.837 -0.040 -0.329
H -0.359 -1.686 0.327
H -0.896 -0.296 1.260
H -1.607 -2.368 2.372
H -2.498 -2.875 0.933
H -3.043 -1.483 1.803
*
```

- SMILES: N=C(N)N.CCCC
- Kohn-Sham gap: 9.65 eV

Mulliken population analysis, charges in e, atoms 1 to 6: -0.728 0.620 -0.612 -0.414 0.226 0.244


*3*
The following is a quantum chemistry calculation of a single C5H15N3 molecule, from OMol25.

Structure (ORCA input):
```
! RIJCOSX wB97M-V def2-TZVPD def2/J DEFGRID3
* xyz 0 1
C -0.207 3.172 -0.216
N -0.027 1.788 0.339
C 0.750 0.761 -0.526
C 0.701 -0.581 0.405
C 2.043 -1.167 0.788
N -0.072 -1.450 -0.541
C -1.341 -2.070 -0.201
N -2.479 -1.100 -0.024
H -1.281 3.411 -0.153
H 0.609 3.794 0.276
H 0.070 3.257 -1.294
H -1.010 1.524 0.411
H 1.759 1.243 -0.685
H 0.339 0.543 -1.583
H 0.135 -0.402 1.367
H 2.545 -1.858 0.062
H 1.919 -1.750 1.724
H 2.760 -0.362 1.042
H 0.625 -2.085 -1.055
H -1.538 -2.907 -0.932
H -1.317 -2.685 0.760
H -2.239 -0.548 0.754
H -2.744 -0.527 -0.718
*
```

- SMILES: CNC[C@H](C)NCN
- Kohn-Sham gap: 9.46 eV

Mulliken population analysis, charges in e, atoms 1 to 6: -0.805 -0.343 -0.699 0.415 -1.418 -0.243


Relative energies, unit kJ/mol: *1* 105.4; *2* 0.0; *3* 268.6


*1*
The following is a quantum chemistry calculation of a single C3H5NO3 molecule, from OMol25.

Structure (ORCA input):
```
! RIJCOSX wB97M-V def2-TZVPD def2/J DEFGRID3
* xyz 0 1
N -0.982 -1.252 0.200
C -0.751 -0.245 1.086
O -1.269 -0.170 2.183
C 0.225 0.845 0.642
O 1.369 0.382 -0.093
C 1.231 0.228 -1.407
O 0.199 0.337 -2.026
H -0.823 -1.094 -0.785
H -1.710 -1.903 0.457
H -0.311 1.593 0.049
H 0.621 1.303 1.547
H 2.201 -0.024 -1.854
*
```

- SMILES: NC(=O)COC=O
- Kohn-Sham gap: 10.91 eV

Mulliken population analysis, charges in e, atoms 1 to 6: -0.360 0.414 -0.602 -0.211 -0.311 0.204


*2*
The following is a quantum chemistry calculation of a single C3H5NO3 molecule, from OMol25.

Structure (ORCA input):
```
! RIJCOSX wB97M-V def2-TZVPD def2/J DEFGRID3
* xyz 0 1
C -0.451 -0.665 1.251
N -1.532 -0.015 0.815
O -1.366 0.529 -0.555
C -0.212 0.883 -1.098
O 0.743 -0.080 -1.110
C 1.569 -0.085 -0.040
O 0.848 -0.846 0.947
H -0.633 -0.853 2.209
H 0.322 1.869 -0.679
H -0.506 1.213 -2.056
H 2.475 -0.505 -0.392
H 1.832 0.761 0.283
*
```

- SMILES: C1=NOCOCO1
- Kohn-Sham gap: 10.53 eV

Mulliken population analysis, charges in e, atoms 1 to 6: 0.060 -0.303 -0.282 -0.140 -0.391 -0.408


*3*
The following is a quantum chemistry calculation of a single C3H5NO3 molecule, from OMol25.

Structure (ORCA input):
```
! RIJCOSX wB97M-V def2-TZVPD def2/J DEFGRID3
* xyz 0 1
N -0.475 0.791 1.297
C -0.087 -0.487 1.259
O -0.016 -1.294 2.175
C 0.353 -1.114 -0.060
O 0.391 -0.434 -1.406
C 0.080 0.796 -1.780
O -0.325 1.730 -1.119
H -0.473 1.332 0.402
H -0.753 1.163 2.195
H 1.378 -1.458 0.104
H -0.295 -1.983 -0.208
H 0.222 0.957 -2.858
*
```

- SMILES: NC(=O)COC=O
- Kohn-Sham gap: 10.73 eV

Mulliken population analysis, charges in e, atoms 1 to 6: -0.297 0.444 -0.624 -0.227 -0.355 0.234


Relative energies, unit kJ/mol: *1* 0.0; *2* 497.1; *3* 50.4


*1*
The following is a quantum chemistry calculation of a single C7H10N2O molecule, from OMol25.

Structure (ORCA input):
```
! RIJCOSX wB97M-V def2-TZVPD def2/J DEFGRID3
* xyz 0 1
C 2.906 -2.273 -0.138
C 1.817 -1.266 -0.250
C 0.948 -0.626 0.533
N 0.221 0.324 0.799
C -0.936 0.831 0.036
C -1.984 -0.244 0.082
C -1.344 2.221 0.597
O -0.394 0.964 -1.292
C 0.667 0.212 -1.781
N 1.556 -0.619 -1.464
H 2.774 -2.867 0.776
H 3.937 -1.930 0.004
H 2.810 -2.844 -1.066
H -2.351 -0.428 1.074
H -1.616 -1.094 -0.388
H -2.820 0.007 -0.555
H -1.904 2.862 -0.108
H -0.401 2.725 0.755
H -2.011 2.125 1.608
H 0.693 0.618 -2.758
*
```

- SMILES: CC1=C=NC(C)(C)OC=N1
- Kohn-Sham gap: 8.26 eV

Mulliken population analysis, charges in e, atoms 1 to 6: -1.234 -0.029 0.837 -0.575 1.405 -1.560


*2*
The following is a quantum chemistry calculation of 2 unconnected molecules or ions with the total composition C7H10N2O, from OMol25.

Structure (ORCA input):
```
! RIJCOSX wB97M-V def2-TZVPD def2/J DEFGRID3
* xyz 0 1
C -0.937 1.663 -0.234
C 0.009 2.267 0.222
C 1.124 3.030 0.793
C 0.707 4.058 1.840
C 0.143 3.409 3.097
C -0.151 4.314 4.212
N -0.147 4.981 5.175
C 1.445 5.341 1.897
N 0.071 5.284 1.398
H -1.857 1.283 -0.643
H 1.860 2.339 1.231
H 1.671 3.546 -0.008
H -0.779 2.855 2.858
H 0.882 2.677 3.463
H 1.599 5.831 2.861
H 2.254 5.483 1.176
H 0.023 5.323 0.377
O 2.710 1.324 -3.050
H 1.861 1.071 -2.662
H 3.487 1.001 -2.412
*
```

- SMILES: C#CC[C@@]1(CC#N)CN1.O
- Kohn-Sham gap: 10.47 eV

Mulliken population analysis, charges in e, atoms 1 to 6: -0.050 -0.467 -0.892 0.858 -0.432 0.171


Relative energies, unit kJ/mol: *1* 40.0; *2* 0.0


*1*
The following is a quantum chemistry calculation of a single C2H5N molecule, from OMol25.

Structure (ORCA input):
```
! RIJCOSX wB97M-V def2-TZVPD def2/J DEFGRID3
* xyz 0 1
H -2.332 -0.563 -0.743
N -1.353 -0.581 -0.985
C -0.650 -0.076 0.032
C 0.813 0.152 -0.045
H -1.183 -0.074 1.046
H 1.423 0.089 -1.052
H 1.211 -0.576 0.576
H 1.092 1.178 0.165
*
```

- SMILES: [H]/N=C/C
- Kohn-Sham gap: 11.15 eV

Mulliken population analysis, charges in e, atoms 1 to 6: 0.246 -0.558 0.108 -0.873 0.275 0.251


*2*
The following is a quantum chemistry calculation of a single C2H5N molecule, from OMol25.

Structure (ORCA input):
```
! RIJCOSX wB97M-V def2-TZVPD def2/J DEFGRID3
* xyz 0 1
C 0.886 -0.130 -0.143
C -0.711 -0.485 -0.125
N -0.264 0.819 -0.214
H 1.220 -0.509 0.964
H 1.689 -0.020 -0.917
H -1.029 -0.607 0.885
H -1.353 -0.562 -1.087
H -0.437 1.494 0.636
*
```

- SMILES: C1CN1
- Kohn-Sham gap: 10.65 eV

Mulliken population analysis, charges in e, atoms 1 to 6: -0.435 -0.309 -0.440 0.164 0.264 0.298


*3*
The following is a quantum chemistry calculation of a single C2H5N molecule, from OMol25.

Structure (ORCA input):
```
! RIJCOSX wB97M-V def2-TZVPD def2/J DEFGRID3
* xyz 0 1
C 0.744 -0.227 -0.047
C -0.748 -0.224 -0.099
N 0.071 1.002 -0.268
H 1.203 -0.543 -0.999
H 1.376 -0.428 0.874
H -1.208 -0.376 0.918
H -1.161 -0.653 -0.973
H -0.276 1.448 0.594
*
```

- SMILES: C1CN1
- Kohn-Sham gap: 10.89 eV

Mulliken population analysis, charges in e, atoms 1 to 6: -0.189 -0.433 -0.508 0.190 0.218 0.234


Relative energies, unit kJ/mol: *1* 0.0; *2* 169.7; *3* 48.9